No. 1
DFT (the ωB97M-V functional and the def2-TZVPD basis) results for a structure of composition C56H41BrN4O6W.

HOMO energy (spin up / spin down)	-7.5 / -7.5	eV
energy above the lowest of the compared OMol25 structures with the same formula, charge and spin	0.0	kcal/mol
LUMO level (spin up / spin down)	-1.49 / -1.49	eV
net charge	0
orbital gap (spin up / spin down)	6.0 / 6.0	eV
electronic energy	-5470.22782	Eh

Last column: Mulliken charge in e.
Positions of all 109 atoms, in Å:
W (0.08, 0.14, 0.27)  0.0904
O (0.03, 1.16, 1.78)  0.2060
C (0.72, 1.44, 3.01)  2.4434
C (1.73, 0.34, 3.25)  -1.9540
C (1.27, -1.06, 2.92)  0.2852
C (1.76, -2.05, 3.70)  -0.5904
C (1.52, -3.43, 3.36)  -1.1191
C (0.92, -3.74, 2.22)  -1.8351
C (0.50, -2.67, 1.25)  1.5687
C (-0.87, -3.11, 0.68)  -1.9912
C (-1.63, -2.21, -0.29)  0.4812
O (-1.47, -0.86, 0.17)  1.1766
C (-3.11, -2.55, -0.28)  0.7497
C (-4.08, -1.57, -0.10)  -0.0885
C (-5.43, -1.89, -0.17)  -0.9366
C (-5.82, -3.20, -0.42)  -0.6571
C (-4.86, -4.19, -0.58)  -0.9963
C (-3.51, -3.86, -0.51)  -0.1435
C (-1.17, -2.21, -1.78)  2.1780
C (-0.79, -3.55, -2.48)  -0.2123
C (-1.46, -3.85, -3.78)  -1.5036
C (-2.26, -2.99, -4.40)  -0.9532
C (-2.61, -1.71, -3.77)  -0.6828
C (-2.15, -1.37, -2.57)  -0.3680
N (0.48, -1.31, 1.81)  0.6253
C (1.36, 2.82, 2.81)  -0.7839
C (2.72, 3.05, 2.86)  -0.0095
C (3.23, 4.32, 2.58)  -0.9580
C (2.38, 5.36, 2.25)  -0.5697
C (1.01, 5.13, 2.21)  -1.0064
C (0.51, 3.88, 2.49)  -0.1057
C (-0.33, 1.44, 4.11)  0.4411
C (-0.14, 2.21, 5.26)  -0.5915
C (-1.08, 2.18, 6.28)  -0.8628
C (-2.22, 1.40, 6.16)  -0.6977
C (-2.40, 0.62, 5.03)  -1.0291
C (-1.46, 0.64, 4.01)  -0.1993
H (2.03, 0.37, 4.30)  0.8122
H (2.60, 0.52, 2.63)  0.3037
H (2.33, -1.79, 4.59)  0.5147
H (1.83, -4.21, 4.05)  0.4369
H (0.73, -4.76, 1.93)  0.5259
H (-1.52, -3.26, 1.54)  0.5331
H (-0.71, -4.09, 0.22)  0.6328
H (-3.78, -0.55, 0.10)  0.3437
H (-6.18, -1.12, -0.04)  0.4572
H (-6.87, -3.45, -0.50)  0.3988
H (-5.15, -5.21, -0.76)  0.4459
H (-2.77, -4.64, -0.65)  0.3367
H (-0.86, -4.43, -1.83)  0.7666
H (-1.22, -4.81, -4.23)  0.5015
H (-2.68, -3.22, -5.37)  0.4359
H (-3.28, -1.05, -4.29)  0.5144
H (-2.48, -0.45, -2.12)  0.1976
H (3.41, 2.26, 3.11)  0.4317
H (4.30, 4.48, 2.62)  0.4480
H (2.78, 6.34, 2.03)  0.4201
H (0.33, 5.94, 1.96)  0.4220
H (-0.56, 3.70, 2.45)  0.3831
H (0.74, 2.84, 5.35)  0.4816
H (-0.93, 2.78, 7.17)  0.4429
H (-2.96, 1.39, 6.95)  0.4013
H (-3.28, -0.01, 4.94)  0.4916
H (-1.59, 0.01, 3.14)  0.3429
O (0.80, 0.33, -6.73)  -0.7347
C (0.35, 1.28, -6.08)  0.3015
O (0.01, 2.44, -6.38)  -0.7444
C (0.23, 0.99, -4.55)  -1.0620
C (-0.34, 1.93, -3.70)  -0.8338
C (-0.48, 1.64, -2.37)  1.1827
N (-0.01, 0.50, -1.86)  1.0614
C (0.38, -0.47, -2.69)  0.2655
C (0.55, -0.26, -4.04)  -1.0244
C (0.37, -1.75, -1.92)  -0.3371
C (0.69, -3.09, -2.61)  -0.1349
C (1.63, -3.97, -1.86)  -1.9120
C (1.96, -3.72, -0.60)  -1.0608
C (1.55, -2.49, 0.13)  0.1940
N (1.02, -1.41, -0.67)  0.5831
C (-1.28, 2.42, -1.41)  0.1666
C (-1.98, 3.57, -1.74)  -0.7404
C (-2.81, 4.14, -0.79)  -0.8237
C (-2.93, 3.54, 0.45)  -0.7994
C (-2.18, 2.41, 0.71)  -0.6719
N (-1.38, 1.87, -0.20)  0.3005
H (-0.68, 2.87, -4.13)  0.7283
H (0.87, -1.03, -4.73)  0.6638
H (1.00, -2.97, -3.65)  0.5878
H (1.97, -4.87, -2.35)  0.4740
H (2.59, -4.40, -0.05)  0.4973
H (2.43, -2.11, 0.66)  0.7155
H (-1.88, 3.99, -2.73)  0.5614
H (-3.37, 5.04, -1.02)  0.4843
H (-3.57, 3.95, 1.22)  0.5484
H (-2.22, 1.92, 1.67)  0.5142
Br (4.67, 3.26, -4.78)  -0.1705
C (4.75, 2.28, -3.17)  -0.3105
C (5.91, 1.58, -2.85)  -0.3465
C (5.96, 0.85, -1.66)  -0.9227
C (4.86, 0.81, -0.82)  -0.4018
C (3.71, 1.51, -1.15)  0.3494
C (3.65, 2.26, -2.33)  -0.2972
C (2.47, 1.38, -0.35)  0.8052
O (2.36, 0.40, 0.45)  -0.6689
O (1.49, 2.12, -0.52)  -0.7384
H (6.75, 1.59, -3.53)  0.4168
H (6.86, 0.31, -1.41)  0.4203
H (4.88, 0.23, 0.10)  0.5090
H (2.75, 2.79, -2.58)  0.5818

No. 2
DFT (the ωB97M-V functional and the def2-TZVPD basis) results for a structure of composition C56H41N7O2S4Ti.

HOMO energy (spin up / spin down)	-4.7 / -6.7	eV
spin multiplicity	3
LUMO level (spin up / spin down)	-0.04 / -0.04	eV
net charge	0
orbital gap (spin up / spin down)	4.6 / 6.7	eV
<S²>	2.0278
electronic energy	-5134.70133	Eh

Last column: Mulliken charge in e.
Positions of all 111 atoms, in Å:
Ti (-20.21, -0.84, 9.46)  0.0316
S (-19.87, -0.63, 17.02)  0.0741
N (-20.46, 0.50, 16.03)  -0.6956
C (-20.24, 0.05, 14.79)  0.5998
C (-20.59, 0.74, 13.55)  0.2244
C (-21.24, 1.93, 13.48)  -0.5064
C (-21.56, 2.48, 12.22)  -1.0899
C (-21.18, 1.77, 11.09)  -0.4444
N (-20.49, 0.62, 11.14)  0.6804
C (-20.21, 0.07, 12.35)  -0.1317
C (-19.56, -1.18, 12.35)  -0.3923
N (-19.27, -1.74, 11.09)  0.4698
C (-18.75, -2.97, 11.05)  -0.0978
C (-18.45, -3.71, 12.16)  -1.3167
C (-18.66, -3.13, 13.44)  -0.3793
C (-19.25, -1.92, 13.52)  0.0954
C (-19.61, -1.24, 14.76)  0.7396
N (-19.37, -1.74, 15.98)  -0.6714
H (-21.53, 2.46, 14.37)  0.5092
H (-22.09, 3.42, 12.10)  0.4742
H (-21.45, 2.11, 10.11)  0.5415
H (-18.60, -3.38, 10.06)  0.4534
H (-18.10, -4.72, 12.05)  0.4520
H (-18.37, -3.65, 14.35)  0.5079
N (-17.14, -2.11, 8.06)  0.5734
C (-18.24, -2.76, 7.48)  0.3893
C (-17.88, -3.85, 6.64)  -1.5765
C (-18.96, -4.61, 6.16)  -0.6285
C (-20.28, -4.20, 6.35)  -1.1004
C (-20.47, -3.08, 7.13)  -0.3018
N (-19.49, -2.37, 7.71)  1.7234
C (-16.95, -0.89, 8.68)  0.4623
C (-15.63, -0.52, 8.98)  -1.3447
C (-15.44, 0.74, 9.53)  -0.5707
C (-16.51, 1.58, 9.77)  -1.1610
C (-17.77, 1.09, 9.51)  -0.6230
N (-17.97, -0.11, 8.98)  1.3667
H (-16.27, -2.60, 7.89)  0.2130
H (-16.86, -4.11, 6.42)  0.5048
H (-18.72, -5.47, 5.54)  0.4161
H (-21.13, -4.76, 5.98)  0.5367
H (-21.47, -2.68, 7.36)  -0.1824
H (-14.81, -1.19, 8.78)  0.5411
H (-14.47, 1.06, 9.80)  0.4645
H (-16.35, 2.58, 10.17)  0.4783
H (-18.65, 1.68, 9.69)  0.4597
C (-29.36, -3.60, 7.19)  -1.3851
C (-28.05, -2.86, 7.03)  1.0663
C (-26.97, -3.19, 7.84)  -1.0023
C (-25.75, -2.57, 7.69)  -0.0698
C (-25.59, -1.54, 6.77)  -0.1973
C (-26.65, -1.23, 5.89)  -0.5393
C (-27.88, -1.87, 6.05)  -0.9492
S (-24.01, -0.80, 6.52)  1.3312
O (-24.00, -0.26, 5.11)  -0.7442
C (-24.17, 0.61, 7.61)  1.8301
C (-24.76, 0.33, 8.86)  -0.7662
C (-25.02, 1.32, 9.73)  -1.3737
C (-24.61, 2.63, 9.44)  1.2876
C (-24.83, 3.66, 10.37)  -0.9548
C (-24.36, 4.92, 10.17)  -0.7071
C (-23.61, 5.21, 9.01)  -0.9264
C (-23.42, 4.24, 8.06)  -1.2890
C (-23.93, 2.93, 8.25)  0.9207
C (-23.73, 1.88, 7.27)  -0.7447
C (-23.08, 2.28, 5.98)  0.4085
C (-23.86, 3.05, 5.08)  0.9791
C (-25.22, 3.35, 5.32)  -1.0325
C (-25.97, 4.00, 4.40)  -0.8835
C (-25.41, 4.45, 3.18)  -0.7382
C (-24.08, 4.21, 2.95)  -1.0418
C (-23.29, 3.50, 3.88)  0.9677
C (-21.93, 3.24, 3.60)  -1.3494
C (-21.16, 2.52, 4.47)  -0.9640
C (-21.75, 2.00, 5.67)  0.2356
S (-21.06, 0.61, 6.55)  1.5532
O (-20.54, 0.91, 7.92)  -0.4990
C (-19.67, 0.18, 5.51)  -0.5261
C (-20.12, -0.68, 4.50)  -0.6523
C (-19.22, -1.30, 3.66)  -0.6721
C (-17.85, -1.16, 3.84)  1.0664
C (-16.91, -2.00, 3.02)  -1.5752
C (-17.41, -0.27, 4.82)  -0.7811
C (-18.30, 0.40, 5.67)  -0.2420
H (-29.25, -4.52, 7.77)  0.3483
H (-29.75, -3.91, 6.20)  0.3427
H (-30.13, -2.99, 7.65)  0.2946
H (-27.07, -3.98, 8.56)  0.3570
H (-24.90, -2.86, 8.30)  0.4422
H (-26.53, -0.49, 5.11)  0.5282
H (-28.66, -1.67, 5.34)  0.3829
H (-25.04, -0.69, 9.08)  0.1412
H (-25.50, 1.17, 10.69)  0.3896
H (-25.41, 3.45, 11.26)  0.4319
H (-24.50, 5.71, 10.90)  0.4091
H (-23.18, 6.19, 8.91)  0.4317
H (-22.89, 4.47, 7.15)  0.5051
H (-25.66, 2.94, 6.21)  0.5568
H (-27.01, 4.17, 4.58)  0.4406
H (-26.04, 5.01, 2.52)  0.4228
H (-23.61, 4.50, 2.02)  0.4583
H (-21.48, 3.55, 2.67)  0.3994
H (-20.11, 2.32, 4.30)  0.6715
H (-21.19, -0.82, 4.41)  0.5721
H (-19.60, -1.96, 2.87)  0.3725
H (-17.33, -2.11, 2.02)  0.3957
H (-16.87, -2.99, 3.40)  0.2574
H (-15.90, -1.58, 2.94)  0.4074
H (-16.34, -0.18, 4.99)  0.3517
H (-17.92, 1.07, 6.46)  0.4072
S (-22.20, -1.78, 9.62)  -0.5262